(1)
The ion C6H11N2 with charge +1. Source: OMol25; level of theory: ωB97M-V/def2-TZVPD.

The HOMO energy comes out at -13.6337 eV. The frontier orbital gap comes out at 0.359 Ha. Its relative energy (zero: lowest compared OMol25 entry of this formula, charge and spin) is 28.0 kcal per mole. As for the net charge: +1. Its SMILES is C/C=C1\CCNC1=[NH2+].

CARTESIAN COORDINATES (ANGSTROEM)
C -0.01140 -0.32503 0.13398
C -1.16662 -0.40595 -0.75499
C 0.36288 -0.94293 1.23770
C 0.84821 0.89536 -0.34499
C 0.01079 1.56415 -1.42779
C 1.51228 -0.53918 2.08766
N -1.01650 0.61128 -1.59186
N -2.07421 -1.39288 -0.71601
H -0.18152 -1.75632 1.58272
H 0.88560 1.49571 0.63682
H 1.85694 0.55675 -0.67688
H -0.43787 2.54177 -1.01598
H 0.65615 1.68200 -2.41504
H 2.37837 -1.10247 1.63047
H 1.39882 -0.71828 3.07790
H 1.83501 0.50558 1.96182
H -1.75619 0.79432 -2.27587
H -2.09323 -2.05512 0.10639
H -3.00751 -1.40877 -1.23605

(2)
A structure of composition C42H77AlN9O2. Source: OMol25; level of theory: ωB97M-V/def2-TZVPD.

The HOMO energy comes out at -9.4029 eV. The frontier orbital gap comes out at 0.061 Ha. As for the net charge: +1.

CARTESIAN COORDINATES (ANGSTROEM)
Al -9.09048 -10.84483 0.53523
C -1.98936 -7.97337 4.58947
C -2.52127 -7.90881 3.12875
C -1.35892 -7.78088 2.10791
O -3.40130 -8.96389 2.89716
H -1.33497 -8.79568 4.87872
H -2.79547 -7.98309 5.32308
H -1.37063 -7.10653 4.82155
H -3.09261 -6.99175 2.98502
H -0.70971 -6.93380 2.32946
H -1.78198 -7.58749 1.12216
H -0.74283 -8.67752 2.04043
C -4.34221 -9.17496 -5.26225
C -5.51082 -8.22886 -5.50269
C -5.59975 -8.00489 -7.01300
O -6.63407 -8.68418 -4.85667
H -4.15731 -9.35637 -4.20348
H -3.40093 -8.84470 -5.70158
H -4.56347 -10.14735 -5.70225
H -5.16573 -7.26956 -5.11702
H -6.41124 -7.31703 -7.25059
H -5.66477 -8.92278 -7.59725
H -4.63536 -7.58650 -7.30108
C 2.16715 -4.21340 -6.10094
C 1.75110 -4.55455 -4.63111
C 2.65687 -5.57554 -3.91372
C 4.11637 -5.21012 -3.82403
N 5.21559 -4.85831 -3.82721
H 1.95087 -5.05125 -6.76375
H 3.24925 -4.08396 -6.12107
H 1.74442 -3.26999 -6.44644
H 0.73634 -4.94698 -4.69720
H 1.67608 -3.63841 -4.04531
H 2.51387 -6.58666 -4.29489
H 2.35259 -5.56911 -2.86708
C -2.14600 -16.76059 5.27530
C -2.21506 -15.26356 5.65078
C -3.57126 -14.92235 6.37738
C -4.74342 -15.01273 5.53849
N -5.65521 -15.09709 4.84641
H -2.78670 -17.00377 4.42768
H -2.45220 -17.40226 6.10151
H -1.11891 -17.00898 5.00794
H -2.06262 -14.64268 4.76796
H -1.40616 -15.11830 6.36678
H -3.52780 -13.88860 6.72027
H -3.73976 -15.52218 7.27176
C -0.14234 -16.27191 -3.84080
C 0.20600 -16.10751 -2.35699
C -0.44158 -14.82896 -1.72036
C -1.90952 -14.88748 -1.63555
N -3.07031 -15.05308 -1.53690
H -1.20781 -16.31830 -4.06604
H 0.31277 -17.10917 -4.36994
H 0.21523 -15.41106 -4.40576
H 1.29278 -16.02388 -2.35683
H 0.06528 -17.00574 -1.75575
H -0.24299 -13.92328 -2.29342
H -0.06141 -14.74737 -0.70207
C -10.80218 -2.81453 7.92219
C -9.43600 -3.50350 8.18115
C -8.51783 -3.61458 6.93495
C -8.24770 -2.33687 6.28617
N -8.07247 -1.30633 5.77026
H -11.43701 -3.39130 7.24955
H -10.69417 -1.94585 7.27270
H -11.29132 -2.59440 8.87107
H -9.65635 -4.49777 8.56969
H -8.98060 -2.89077 8.95915
H -9.03686 -4.28648 6.25138
H -7.61492 -4.15519 7.21883
C 9.24727 -1.68470 3.33660
C 8.65340 -0.42632 2.75369
C 7.19618 -0.12189 3.13982
C 6.20577 -1.03323 2.47893
N 5.37901 -1.67547 2.04800
H 9.23829 -1.56659 4.42014
H 10.27134 -1.76392 2.97174
H 8.66330 -2.59144 3.17891
H 8.92859 -0.20975 1.72147
H 9.18691 0.40558 3.21349
H 6.94616 0.91687 2.92403
H 7.04067 -0.24387 4.21177
C 5.50612 -12.31412 4.88992
C 5.80832 -10.77888 4.83832
C 5.37101 -10.13913 3.48279
C 6.09203 -10.78812 2.34611
N 6.66844 -11.31243 1.46951
H 4.47419 -12.47823 4.57967
H 5.60428 -12.71670 5.89809
H 6.10937 -12.82785 4.14139
H 6.86502 -10.55551 4.98522
H 5.34988 -10.24754 5.67236
H 5.59954 -9.07685 3.39659
H 4.31547 -10.34103 3.30065
C -0.63511 -6.46548 15.30614
C -0.45539 -7.69958 14.38192
C -0.75316 -7.34828 12.92231
C -2.02532 -6.63552 12.64815
N -3.02299 -6.04933 12.48902
H -0.29794 -6.65365 16.32546
H -1.66289 -6.11000 15.37961
H -0.03997 -5.63183 14.93342
H -1.05258 -8.55493 14.69792
H 0.58203 -8.03370 14.36629
H -0.68746 -8.22778 12.28180
H 0.00737 -6.64878 12.57534
C -6.49362 -1.48634 -3.81497
C -5.96856 -1.01418 -2.47019
C -5.62860 -2.19538 -1.49542
C -6.69229 -3.10633 -1.02734
N -7.50903 -3.80741 -0.68180
H -5.76071 -2.21365 -4.16421
H -6.63021 -0.69992 -4.55723
H -7.45049 -1.98520 -3.66126
H -6.71532 -0.36470 -2.01344
H -5.07157 -0.40504 -2.58180
H -5.13658 -1.77020 -0.62065
H -4.90318 -2.74775 -2.09271
C -0.82569 -1.02687 7.21317
C -0.95186 -1.12785 5.67933
C -1.16136 0.21287 4.89609
C -0.10035 1.21268 5.10710
N 0.77584 1.98005 5.22256
H -1.80421 -0.87337 7.66818
H -0.12923 -0.25596 7.54291
H -0.39432 -1.95985 7.57590
H -1.82047 -1.72800 5.40830
H -0.08909 -1.64194 5.25574
H -2.09583 0.67627 5.21251
H -1.20310 0.07202 3.81603

(3)
The molecule C6H17N3. Source: OMol25; level of theory: ωB97M-V/def2-TZVPD.

The HOMO energy comes out at -8.0443 eV. The frontier orbital gap comes out at 0.327 Ha. Its relative energy (zero: lowest compared OMol25 entry of this formula, charge and spin) is 79.1 kcal per mole. As for the net charge: 0. Its SMILES is CN(N)[C@H](N)C(C)(C)C.

CARTESIAN COORDINATES (ANGSTROEM)
C 1.03878 -0.36394 -0.32055
C -0.81175 -0.49358 0.00018
C -1.10724 1.81382 0.72827
C 1.75014 -0.12858 0.99677
C 1.37530 0.69305 -1.35309
C 1.35679 -1.75102 -0.85520
N -1.23007 0.79291 -0.29721
N -1.15477 -1.05069 1.25122
N -2.92649 0.54710 -0.54308
H -1.10452 -1.17761 -0.79968
H -1.15793 -2.06004 1.26602
H -0.95413 -0.47145 2.05411
H -2.99797 0.36013 -1.54076
H -3.44722 0.64749 0.33151
H -0.05991 2.04548 0.91729
H -1.59805 2.70789 0.34841
H -1.59201 1.53713 1.67248
H 2.83308 -0.20179 0.85208
H 1.55154 0.86031 1.40552
H 1.46722 -0.87890 1.73590
H 0.78612 0.55312 -2.25701
H 1.19732 1.69757 -0.97769
H 2.43476 0.63333 -1.62340
H 2.43142 -1.84897 -1.03909
H 0.85208 -1.93304 -1.80398
H 1.06750 -2.52972 -0.14901

(4)
A structure of composition C12H14BF3N6O2Pd. Source: OMol25; level of theory: ωB97M-V/def2-TZVPD.

As for the spin multiplicity: 3. The HOMO energy (spin up / spin down) comes out at -8.6007 / -8.6006 eV. The frontier orbital gap (spin up / spin down) comes out at 0.325 / 0.195 Ha. Its relative energy (zero: lowest compared OMol25 entry of this formula, charge and spin) is 0.0 kcal per mole. As for the net charge: 0.

CARTESIAN COORDINATES (ANGSTROEM)
H 1.53724 3.15301 1.13832
N 0.86165 1.56161 -0.16181
B -0.24038 0.31077 -2.22302
N 0.20801 1.57187 -1.39792
C 0.21328 2.85979 -1.84701
Pd 1.89995 0.15686 0.83530
H -0.03149 3.09229 -2.87200
C 0.74407 3.70197 -0.86807
H 0.93666 4.76552 -0.90380
C 1.09052 2.85864 0.18979
H -0.01650 0.60008 -3.39756
C -2.54726 -2.42431 3.64420
H -2.04414 -2.99866 4.42466
H -1.79297 -1.91981 3.03711
H -3.11116 -3.11055 3.00957
N -1.83001 -0.01185 -2.19390
N 0.84065 -0.83828 -1.95252
N -2.71081 0.00675 -1.09511
N 1.64105 -0.97803 -0.81406
C -2.57289 -0.21072 -3.32323
C 1.33150 -1.68735 -2.90081
H -2.10616 -0.21944 -4.30536
H 0.95636 -1.65742 -3.91298
C -3.91999 -0.36438 -2.98368
C 2.36729 -2.44057 -2.35236
C -3.95049 -0.23452 -1.57064
C 2.50255 -2.00958 -1.02514
H -4.73532 -0.53867 -3.65936
H 2.96002 -3.19844 -2.83156
H -4.84403 -0.29347 -0.94586
H 3.18857 -2.31541 -0.24264
H -3.19276 -1.71590 4.07638
F 1.80778 1.82696 5.35563
C 2.37105 0.71185 4.84340
F 3.65776 0.64908 5.25765
F 1.69595 -0.36275 5.33931
C 2.30980 0.61770 3.27116
O 1.57107 1.42622 2.62336
O 2.95358 -0.34087 2.73458

no.,largest force on an atom (Eh/bohr)
1,0.0904
2,0.0649
3,0.1011
4,0.0687